Run i
# C4H11ClN2

A 2-piece molecular cluster, C4H11ClN2 overall (ωB97M-V/def2-TZVPD, the Open Molecules 2025 dataset).

Last column: natural (NBO) charge in e.
Element x y z (Å)
C  -1.1046  -0.3526  1.6651  -0.6568
C  -0.5631  -0.7851  -1.9552  -0.6254
C  -0.0395  0.5671  1.2757  -0.0553
C  0.1108  0.6258  -1.7614  -0.3800
N  2.1960  0.6442  0.8579  -0.6451
N  1.1835  0.1578  1.5009  -0.2097
Cl  -1.0578  1.9179  -1.4052  -0.0797
H  -1.7909  -0.0726  2.4171  0.2164
H  -0.7457  -1.2652  1.9251  0.2032
H  -1.7188  -0.5682  0.8286  0.2242
H  0.1695  -1.6505  -1.9586  0.2159
H  -1.0790  -0.8505  -2.9480  0.2131
H  -1.2267  -1.0552  -1.1696  0.2067
H  -0.1097  1.6315  0.8566  0.2396
H  0.5945  0.9270  -2.5948  0.2013
H  0.8741  0.5434  -0.9456  0.2479
H  3.1131  0.2853  1.2167  0.3214
H  1.1943  -0.7003  2.1946  0.3624

Properties
HOMO level, eV: -7.46
Charge: 0
Spin multiplicity: 1
HOMO-LUMO gap, eV: 8.30
LUMO level, eV: 0.84

Run ii
# C4H11ClN2

A 2-piece molecular cluster, C4H11ClN2 overall (ωB97M-V/def2-TZVPD, the Open Molecules 2025 dataset).

Last column: natural (NBO) charge in e.
Element x y z (Å)
C  1.0838  -0.9971  0.5445  -0.6977
C  0.7661  0.8204  -1.2273  -0.7034
C  0.3559  1.3902  1.1430  -0.6885
C  0.4266  0.2826  0.1423  0.2276
N  -1.9453  -1.5337  -0.8190  -0.6540
N  -1.8008  -0.2042  -0.4069  -0.2964
Cl  -2.8404  0.1773  0.8810  0.0886
H  1.8217  -1.1853  -0.3729  0.2141
H  1.7038  -0.9515  1.4433  0.2228
H  0.3032  -1.7817  0.7661  0.2228
H  1.2520  0.1927  -1.9452  0.2119
H  1.3473  1.7522  -1.0849  0.2172
H  -0.2062  1.2007  -1.6371  0.2483
H  -0.3477  1.1031  1.8792  0.2262
H  1.3831  1.5893  1.6576  0.2202
H  -0.0620  2.2070  0.4544  0.2222
H  -2.0901  -2.2174  0.0085  0.3405
H  -1.1510  -1.8445  -1.4266  0.3777

Properties
HOMO level (alpha / beta), eV: -7.89 / -7.16
Charge: 0
Spin multiplicity: 1
HOMO-LUMO gap (alpha / beta), eV: 8.55 / 7.56
LUMO level (alpha / beta), eV: 0.65 / 0.40

Most stable structure among those shown: run i.